{
  "formula": "C26H34KN4OS",
  "method": "the ωB97M-V functional and the def2-TZVPD basis",
  "elements": ["K", "N", "C", "C", "C", "N", "C", "N", "C", "C", "S", "O", "C", "C", "H", "H", "H", "H", "H", "H", "H", "H", "H", "H", "C", "C", "C", "C", "C", "C", "C", "C", "N", "C", "C", "C", "C", "C", "C", "C", "C", "C", "C", "H", "H", "H", "H", "H", "H", "H", "H", "H", "H", "H", "H", "H", "H", "H", "H", "H", "H", "H", "H", "H", "H", "H", "H"],
  "positions_angstrom": [[1.054, 2.059, 0.831], [3.459, 2.310, 2.166], [4.567, 2.084, 2.424], [5.886, 1.774, 2.767], [6.944, 2.487, 2.167], [7.805, 3.075, 1.668], [6.110, 0.768, 3.729], [6.285, -0.066, 4.511], [0.313, -0.913, 6.082], [-0.414, 0.034, 5.141], [0.637, 0.716, 3.836], [-0.311, 1.566, 3.046], [0.934, -0.784, 2.869], [-0.305, -1.404, 2.251], [-0.341, -1.183, 6.912], [1.209, -0.450, 6.496], [0.608, -1.835, 5.581], [-0.753, 0.933, 5.658], [-1.282, -0.418, 4.662], [1.474, -1.445, 3.553], [1.661, -0.524, 2.095], [-0.947, -1.874, 2.997], [-0.008, -2.159, 1.523], [-0.871, -0.643, 1.714], [0.930, -3.066, -4.158], [1.323, -2.115, -3.053], [2.613, -2.138, -2.535], [2.941, -1.235, -1.524], [4.336, -1.209, -0.949], [1.994, -0.351, -1.045], [0.646, -0.282, -1.524], [0.380, -1.224, -2.570], [-0.202, 0.606, -0.976], [-1.580, 0.710, -1.408], [-2.418, -0.569, -1.173], [-3.888, -0.353, -1.545], [-3.987, 0.080, -3.012], [-3.229, 1.396, -3.216], [-3.831, 2.474, -2.311], [-3.703, 2.031, -0.852], [-4.488, 0.733, -0.651], [-2.229, 1.793, -0.520], [-1.751, 1.196, -2.865], [1.766, -3.707, -4.441], [0.606, -2.521, -5.048], [0.101, -3.707, -3.850], [3.351, -2.836, -2.915], [4.963, -1.974, -1.409], [4.326, -1.385, 0.129], [4.812, -0.240, -1.111], [2.367, 0.322, -0.277], [-0.596, -1.259, -3.030], [-2.334, -0.833, -0.113], [-2.020, -1.414, -1.733], [-4.440, -1.289, -1.405], [-5.038, 0.203, -3.298], [-3.562, -0.696, -3.657], [-3.316, 1.708, -4.262], [-4.884, 2.641, -2.564], [-3.303, 3.421, -2.462], [-4.105, 2.809, -0.194], [-5.545, 0.890, -0.894], [-4.435, 0.422, 0.397], [-2.113, 1.489, 0.527], [-1.669, 2.730, -0.647], [-1.205, 2.141, -2.966], [-1.297, 0.499, -3.568]],
  "forces_ev_per_angstrom": [[-0.1, 0.4, -0.1], [-0.1, 0.0, -0.1], [-0.1, -0.1, 0.1], [-0.2, 0.1, 0.0], [0.1, 0.0, 0.0], [0.0, 0.0, 0.0], [0.1, -0.1, 0.0], [0.0, 0.0, 0.0], [0.0, 0.0, 0.0], [0.1, -0.1, 0.0], [0.0, -0.2, 0.3], [0.0, 0.2, -0.2], [0.2, -0.2, 0.1], [0.0, 0.1, 0.0], [0.0, 0.0, 0.0], [0.0, 0.0, 0.0], [0.0, 0.0, 0.0], [0.0, 0.0, 0.0], [0.0, 0.0, 0.0], [-0.1, -0.1, -0.1], [0.0, 0.2, 0.0], [0.0, 0.0, 0.0], [0.0, 0.0, 0.0], [0.0, 0.0, 0.0], [0.0, 0.0, 0.0], [0.0, 0.0, 0.0], [0.0, 0.0, 0.0], [0.0, 0.0, 0.0], [0.0, 0.0, 0.0], [0.2, -0.1, 0.0], [-0.1, -0.2, -0.1], [-0.1, 0.0, 0.0], [0.1, 0.0, 0.0], [0.0, 0.0, 0.0], [0.0, 0.0, 0.0], [0.0, 0.0, 0.0], [0.0, 0.0, 0.0], [0.0, 0.0, 0.0], [0.0, 0.0, 0.0], [0.0, 0.0, 0.0], [0.0, 0.0, 0.0], [0.1, 0.0, 0.1], [0.0, 0.0, 0.0], [0.0, 0.0, 0.0], [0.0, 0.0, 0.0], [0.0, 0.0, 0.0], [0.0, 0.0, 0.0], [0.0, 0.0, 0.0], [0.0, 0.0, 0.0], [0.0, 0.0, 0.0], [-0.2, 0.0, 0.0], [0.0, 0.0, 0.0], [0.0, 0.0, 0.0], [0.0, 0.0, 0.0], [0.0, 0.0, 0.0], [0.0, 0.0, 0.0], [0.0, 0.0, 0.0], [0.0, 0.0, 0.0], [0.0, 0.0, 0.0], [0.0, 0.0, 0.0], [0.0, 0.0, 0.0], [0.0, 0.0, 0.0], [0.0, 0.0, 0.0], [0.0, 0.0, 0.0], [0.0, 0.0, 0.0], [0.0, 0.0, 0.0], [0.0, 0.0, 0.0]],
  "spin_multiplicity": 1,
  "gap_ev": 5.7,
  "de_lowest_kcal_mol": 0.0,
  "charge": -1,
  "total_energy_ev": -62684.5560
}

---

{
  "formula": "C33H33ClN2O5PTc",
  "method": "the ωB97M-V functional and the def2-TZVPD basis",
  "elements": ["Tc", "O", "C", "O", "C", "C", "C", "C", "C", "C", "P", "C", "C", "C", "C", "C", "C", "C", "C", "C", "C", "C", "C", "H", "H", "H", "H", "H", "H", "H", "H", "H", "H", "H", "H", "H", "H", "Cl", "C", "C", "C", "C", "O", "C", "C", "O", "C", "H", "H", "H", "H", "C", "C", "C", "C", "O", "H", "H", "H", "H", "H", "H", "H", "H", "H", "C", "N", "C", "C", "N", "H", "H", "H", "H", "H", "H"],
  "positions_angstrom": [[11.534, 14.301, 10.364], [11.628, 8.241, 9.293], [12.522, 8.306, 10.045], [12.736, 9.544, 10.826], [13.589, 7.382, 10.417], [13.825, 6.227, 9.701], [14.921, 5.461, 10.091], [15.827, 5.964, 11.004], [15.654, 7.170, 11.697], [14.476, 7.858, 11.380], [13.787, 9.371, 11.985], [12.847, 9.283, 13.480], [11.989, 8.153, 13.664], [11.153, 8.088, 14.754], [11.205, 9.160, 15.685], [12.090, 10.268, 15.518], [12.952, 10.253, 14.434], [14.884, 10.735, 11.876], [14.454, 11.764, 11.054], [15.331, 12.826, 10.908], [16.569, 12.902, 11.576], [16.887, 11.860, 12.494], [16.024, 10.783, 12.672], [13.077, 5.950, 8.994], [15.050, 4.492, 9.646], [16.725, 5.353, 11.216], [16.466, 7.620, 12.310], [12.079, 7.336, 12.922], [10.491, 7.311, 14.835], [10.599, 9.173, 16.585], [12.062, 11.174, 16.103], [13.632, 11.096, 14.253], [13.523, 11.754, 10.508], [15.063, 13.657, 10.252], [17.209, 13.772, 11.502], [17.843, 11.898, 13.045], [16.294, 9.944, 13.300], [11.240, 16.389, 17.549], [10.998, 16.189, 15.836], [9.809, 16.517, 15.150], [9.722, 16.297, 13.814], [10.773, 15.599, 13.080], [10.511, 15.458, 11.818], [11.961, 15.227, 13.782], [12.947, 14.474, 13.096], [12.857, 14.142, 11.930], [12.024, 15.590, 15.130], [8.983, 17.086, 15.633], [8.855, 16.503, 13.150], [13.894, 14.164, 13.532], [12.928, 15.330, 15.685], [12.752, 14.316, 6.920], [12.493, 12.982, 7.667], [11.145, 12.482, 7.120], [13.596, 11.989, 7.361], [12.522, 13.152, 9.100], [12.830, 14.071, 5.863], [13.581, 14.847, 7.248], [11.867, 14.943, 7.055], [11.110, 12.653, 6.026], [10.332, 13.032, 7.509], [10.986, 11.420, 7.314], [13.797, 12.023, 6.299], [13.390, 10.985, 7.713], [14.463, 12.417, 7.900], [7.410, 15.630, 6.941], [8.776, 16.046, 7.253], [9.536, 16.809, 6.215], [9.451, 15.378, 8.171], [10.124, 14.848, 8.955], [7.433, 14.843, 6.199], [6.830, 16.479, 6.623], [6.915, 15.290, 7.855], [10.242, 16.193, 5.668], [9.986, 17.671, 6.736], [8.708, 17.101, 5.550]],
  "forces_ev_per_angstrom": [[-0.7, 0.6, 0.2], [-0.1, -0.1, -0.2], [-0.1, 1.4, 0.8], [-1.1, -0.8, -1.0], [0.8, 0.0, -0.4], [0.1, -0.2, 1.2], [-0.7, 0.4, -0.5], [1.3, -0.5, 0.9], [-0.1, 0.3, -0.8], [0.5, -0.6, 0.6], [0.1, 0.5, 0.1], [0.0, -2.2, 0.0], [1.0, 0.4, -0.9], [1.8, 2.9, 0.2], [0.8, 0.9, -0.1], [-0.9, -1.5, -0.5], [0.1, 1.6, -0.1], [-0.9, -0.3, 0.6], [1.0, 0.2, -0.1], [1.0, 1.3, -0.2], [-1.2, -1.5, 1.0], [0.5, 0.6, -0.2], [0.8, 0.4, -0.8], [-0.1, -0.5, -0.6], [0.3, -0.2, -0.1], [-0.6, 0.5, -0.1], [-0.9, -0.6, -0.3], [-0.5, 0.5, 0.5], [-1.5, -1.8, 0.5], [-0.2, -0.2, -0.3], [-0.1, -0.3, 0.6], [-0.3, -0.3, 0.2], [0.0, 0.0, -0.1], [-0.1, -0.3, 0.2], [0.0, -0.2, -0.2], [-0.7, 0.0, -0.3], [0.0, 0.1, 0.2], [-0.4, 0.3, -0.2], [1.0, -0.8, -0.7], [-0.9, 1.4, 0.5], [0.5, -1.1, -1.3], [-1.2, 1.0, -0.1], [0.8, -0.8, -0.3], [-1.2, 0.2, -0.8], [0.3, 0.8, 1.3], [0.0, -1.1, -2.3], [0.4, -0.1, 1.6], [0.8, -0.7, -0.1], [0.5, 0.1, 1.0], [0.2, 0.1, 0.9], [-0.2, 0.1, -0.1], [-1.9, -1.3, -0.2], [-0.4, 0.4, 0.4], [0.7, -0.6, -0.7], [0.7, 1.2, 0.4], [-0.4, 0.1, -0.4], [0.2, 0.2, -0.1], [1.7, 0.8, 0.7], [0.1, 0.1, -0.1], [0.2, -0.3, 0.4], [-0.8, 0.5, 0.6], [0.0, 0.0, 0.0], [0.2, -0.4, -0.3], [-0.1, -0.2, 0.0], [0.0, -0.6, -0.4], [0.1, -0.2, 0.7], [0.6, -0.3, 0.3], [-1.4, 0.1, 0.9], [0.1, 0.2, 0.0], [-0.3, 0.5, -0.2], [-0.3, -0.2, -0.2], [0.0, 0.3, -0.4], [0.2, -0.2, -0.1], [0.2, 0.0, 0.1], [0.0, -0.3, -0.7], [0.8, 0.4, 0.0]],
  "spin_multiplicity": 4,
  "gap_ev": [5.9, 5.4],
  "charge": 1,
  "total_energy_ev": -71976.9673
}

---

{
  "formula": "C19H30N2O4",
  "method": "the ωB97M-V functional and the def2-TZVPD basis",
  "elements": ["C", "C", "C", "C", "C", "N", "C", "C", "N", "C", "O", "C", "C", "C", "O", "C", "C", "O", "C", "C", "O", "C", "C", "C", "C", "H", "H", "H", "H", "H", "H", "H", "H", "H", "H", "H", "H", "H", "H", "H", "H", "H", "H", "H", "H", "H", "H", "H", "H", "H", "H", "H", "H", "H", "H"],
  "positions_angstrom": [[-5.260, -1.144, -2.196], [-4.252, -1.074, -1.053], [-4.059, 0.354, -0.502], [-5.315, 0.843, 0.237], [-5.168, 2.285, 0.705], [-2.903, 0.536, 0.356], [-2.710, -0.335, 1.492], [-1.781, -1.529, 1.213], [-0.533, -1.049, 0.658], [0.632, -1.307, 1.290], [0.693, -2.030, 2.270], [1.867, -0.676, 0.724], [2.895, -1.505, 0.292], [4.082, -0.958, -0.168], [5.121, -1.702, -0.647], [4.992, -3.103, -0.669], [4.272, 0.440, -0.174], [5.443, 0.987, -0.667], [6.633, 0.639, 0.013], [3.237, 1.267, 0.275], [3.229, 2.626, 0.322], [4.378, 3.387, 0.019], [2.041, 0.693, 0.718], [-0.713, -0.264, -0.540], [-1.645, 0.923, -0.232], [-5.277, -2.148, -2.617], [-4.989, -0.447, -2.987], [-6.264, -0.906, -1.856], [-4.573, -1.737, -0.248], [-3.293, -1.435, -1.428], [-3.903, 1.023, -1.357], [-6.171, 0.768, -0.433], [-5.510, 0.200, 1.097], [-4.300, 2.381, 1.350], [-5.038, 2.949, -0.146], [-6.052, 2.599, 1.254], [-3.675, -0.698, 1.844], [-2.256, 0.262, 2.294], [-1.550, -2.057, 2.140], [-2.244, -2.228, 0.509], [2.743, -2.571, 0.322], [5.927, -3.475, -1.084], [4.162, -3.419, -1.309], [4.852, -3.510, 0.337], [6.882, -0.415, -0.118], [6.555, 0.862, 1.083], [7.413, 1.257, -0.431], [4.720, 3.215, -1.003], [5.195, 3.179, 0.715], [4.064, 4.425, 0.134], [1.274, 1.360, 1.076], [0.249, 0.094, -0.904], [-1.164, -0.902, -1.311], [-1.826, 1.495, -1.143], [-1.130, 1.575, 0.486]],
  "forces_ev_per_angstrom": [[0.1, -0.1, 0.2], [0.0, 0.3, -0.2], [-0.3, -0.3, 0.2], [0.2, 0.2, -0.2], [-0.1, -0.2, 0.0], [0.1, 0.1, -0.1], [0.1, -0.2, 0.0], [-0.2, 0.0, 0.4], [-0.3, 0.1, 0.0], [0.1, -0.1, 0.0], [0.2, -0.1, 0.1], [0.4, 0.3, 0.1], [0.1, -0.1, -0.1], [-0.1, 0.0, 0.0], [-0.1, 0.5, 0.0], [0.0, -0.3, 0.0], [0.3, 0.1, 0.0], [-0.6, -0.3, -0.1], [0.3, 0.0, 0.2], [0.0, -0.2, 0.0], [-0.2, -0.3, 0.0], [0.3, 0.3, -0.2], [0.1, -0.2, 0.0], [-0.1, 0.4, -0.3], [0.2, -0.2, -0.1], [-0.1, 0.0, -0.1], [0.0, 0.1, -0.1], [-0.1, 0.0, 0.0], [0.1, -0.1, 0.1], [0.0, -0.1, 0.1], [0.0, 0.0, 0.0], [-0.1, -0.1, 0.0], [-0.1, -0.1, 0.0], [0.1, 0.1, 0.1], [0.0, 0.1, -0.1], [-0.1, 0.1, 0.0], [0.0, 0.0, 0.1], [0.0, -0.1, 0.1], [-0.1, 0.0, -0.1], [0.0, 0.0, 0.0], [0.1, -0.1, 0.0], [-0.1, 0.0, 0.0], [0.0, 0.0, 0.0], [0.0, 0.0, 0.0], [0.0, 0.1, 0.0], [0.0, 0.0, -0.1], [0.0, 0.0, 0.1], [0.0, 0.1, 0.1], [0.0, 0.0, 0.0], [0.1, -0.1, 0.0], [-0.1, 0.1, 0.0], [-0.1, -0.1, 0.0], [0.1, 0.1, 0.0], [0.0, 0.0, 0.0], [0.1, 0.0, -0.1]],
  "spin_multiplicity": 1,
  "gap_ev": 8.7,
  "de_lowest_kcal_mol": 80.9,
  "charge": 0,
  "smiles": "CCC(CC)N1CCN(C(=O)c2cc(OC)c(OC)c(OC)c2)CC1",
  "total_energy_ev": -31358.8086
}